[1]
Formula: C22H23BrCsN7O2S2
Source: the Open Molecules 2025 dataset
Level of theory: ωB97M-V/def2-TZVPD

Last column: Mulliken charge in e.
Positions of all 58 atoms, in Å:
Cs (2.593847, -0.731412, -2.082745)  1.130
C (-1.176193, 1.882605, 2.614223)  -1.128
C (-1.420680, 1.976031, 1.156700)  1.046
N (-2.519220, 2.369260, 0.586872)  -0.798
N (-2.254576, 2.257145, -0.743602)  0.252
C (-1.011579, 1.819854, -1.018163)  0.217
S (-0.324033, 1.558561, -2.527329)  -0.486
N (-0.485943, 1.633244, 0.213655)  0.522
N (0.837394, 1.229468, 0.430008)  -0.725
H (-2.065524, 2.214196, 3.142349)  0.278
H (-0.326436, 2.499496, 2.910967)  0.395
H (-0.972173, 0.847355, 2.897756)  0.107
H (-2.948529, 2.486741, -1.431805)  0.156
H (0.944040, 1.034835, 1.420930)  0.357
H (0.919729, 0.297812, -0.010361)  -0.274
Br (-4.505753, 0.540488, 3.840567)  -0.181
C (-3.665265, -1.141190, 3.596992)  -0.031
C (-2.379705, -1.337944, 4.076858)  -0.420
C (-1.758416, -2.561255, 3.888720)  -0.316
C (-2.433941, -3.590848, 3.238763)  0.201
C (-3.740787, -3.394951, 2.811798)  -0.328
C (-4.355039, -2.161984, 2.966297)  -0.508
N (-1.897430, -4.920672, 3.164822)  -0.453
N (-0.747707, -5.145527, 2.749448)  -0.538
C (0.029699, -4.128443, 2.127101)  -0.064
C (1.327995, -3.975302, 2.566265)  -0.337
C (2.157443, -2.957071, 2.109989)  -0.863
C (1.739397, -2.054207, 1.116384)  0.514
O (2.442431, -1.093786, 0.670832)  -0.868
C (0.408539, -2.307707, 0.548447)  0.218
N (0.049884, -1.524241, -0.499416)  -0.074
C (-1.104495, -1.727770, -1.090178)  -0.527
C (-1.984491, -2.753963, -0.702529)  -1.076
C (-1.645853, -3.549325, 0.354400)  -0.401
C (-0.430392, -3.331828, 1.044775)  0.689
H (-1.871336, -0.544072, 4.607393)  0.670
H (-0.752398, -2.717351, 4.253501)  0.430
H (-4.273396, -4.219534, 2.354956)  0.415
H (-5.365105, -2.000962, 2.615927)  0.428
H (1.681469, -4.654867, 3.333932)  0.402
H (3.154905, -2.839928, 2.513316)  0.453
H (-1.349864, -1.063594, -1.913951)  0.496
H (-2.908396, -2.904997, -1.244646)  0.418
H (-2.293206, -4.362904, 0.653530)  0.672
O (3.723823, 1.657417, -3.505748)  -0.727
S (3.093049, 2.973007, -3.139024)  0.546
C (4.311332, 4.237149, -3.582059)  -0.854
C (4.227310, 4.377614, -5.096502)  -0.557
C (2.733815, 4.501908, -5.385406)  -0.647
C (2.024341, 3.433308, -4.546871)  -0.497
H (5.270833, 3.899566, -3.194846)  0.418
H (4.018239, 5.158796, -3.072800)  0.368
H (4.634464, 3.478874, -5.563734)  0.275
H (4.793563, 5.235236, -5.460192)  0.350
H (2.505872, 4.381267, -6.444349)  0.312
H (2.386709, 5.493841, -5.088016)  0.285
H (1.904252, 2.487168, -5.074999)  0.313
H (1.053488, 3.735396, -4.159200)  0.346

Cartesian forces (eV/Å) of the 6 atoms listed first:
Cs 0.12 0.08 -0.24
C 0.01 -0.01 0.00
C -0.05 -0.04 0.00
N 0.02 0.00 0.00
N 0.04 0.00 0.02
C -0.13 0.03 -0.10

energy relative to the best compared isomer or geometry (same formula, charge and spin): 7.2 kcal/mol



[2]
Formula: C18H44BN2O9
Source: the Open Molecules 2025 dataset
Level of theory: ωB97M-V/def2-TZVPD

Last column: Mulliken charge in e.
Positions of all 74 atoms, in Å:
C (-1.579298, -2.709926, 2.735328)  -0.476
C (-2.947040, -2.803155, 2.056261)  -0.347
O (-2.908028, -3.403006, 0.745245)  -0.587
B (-2.363180, -2.638521, -0.222157)  0.788
O (-1.753062, -3.262394, -1.269280)  -0.449
C (-2.394997, -1.040703, -0.267904)  -0.606
N (-3.502596, -0.335554, -0.435024)  0.309
C (-3.224756, 1.017105, -0.406325)  -1.221
C (-1.895472, 1.097002, -0.222121)  0.246
N (-1.394080, -0.188208, -0.132252)  0.784
C (0.018550, -0.560856, 0.091617)  -1.211
C (0.938296, 0.113937, -0.949201)  -0.402
C (0.619890, -0.443610, -2.343626)  0.270
O (-0.116618, 0.118788, -3.113012)  -0.503
O (1.198616, -1.632225, -2.720342)  -0.384
H (-1.759863, -2.263241, 3.724983)  0.159
H (-1.207366, -3.723371, 2.908669)  0.322
H (-0.870656, -2.050384, 2.223754)  0.033
H (-3.553477, -3.471384, 2.677482)  0.433
H (-3.474509, -1.837923, 2.082011)  0.232
H (-1.595065, -2.625067, -1.978541)  0.245
H (-4.439666, -0.686761, -0.573056)  0.234
H (-3.901387, 1.851636, -0.503501)  0.468
H (-1.219484, 1.944289, -0.110280)  0.484
H (0.159684, -1.644674, 0.001022)  0.802
H (0.297077, -0.295369, 1.114813)  0.324
H (0.768676, 1.192394, -0.993165)  0.283
H (1.978913, -0.061955, -0.660546)  0.478
H (1.134340, -2.304919, -2.020906)  0.284
C (0.007216, -5.294661, -3.454132)  -0.658
C (1.428170, -4.767377, -3.508639)  -0.287
O (1.844451, -4.303463, -2.217022)  -0.568
H (-0.660266, -4.508163, -3.105642)  0.003
H (-0.325098, -5.633996, -4.435964)  0.352
H (-0.077160, -6.126199, -2.750752)  0.319
H (1.498327, -3.923516, -4.193475)  0.269
H (2.119260, -5.543561, -3.847979)  0.339
H (1.794798, -5.048225, -1.609807)  0.287
C (0.944252, -0.508920, 6.089291)  -1.047
C (-0.402331, 0.097975, 5.743665)  -0.143
O (-1.322991, -0.908961, 5.317162)  -0.503
H (1.359368, -1.034264, 5.227386)  0.229
H (1.650437, 0.259664, 6.405906)  0.344
H (0.842678, -1.240905, 6.893253)  0.398
H (-0.301388, 0.813321, 4.926983)  0.140
H (-0.823853, 0.619023, 6.607606)  0.269
H (-1.422982, -1.535445, 6.041885)  0.276
C (-3.375173, -0.313360, -5.004084)  -0.709
C (-4.256437, 0.905508, -5.163244)  -0.321
O (-4.390524, 1.562394, -3.902202)  -0.497
H (-3.806725, -1.001185, -4.272801)  0.153
H (-3.251132, -0.841531, -5.950566)  0.390
H (-2.386435, -0.028932, -4.633565)  0.152
H (-5.247846, 0.615386, -5.507164)  0.308
H (-3.837348, 1.612437, -5.884709)  0.270
H (-3.507494, 1.822730, -3.621480)  0.282
C (2.623626, 3.019929, 1.924759)  -0.862
C (1.313924, 3.685554, 1.565872)  -0.293
O (0.325903, 2.706908, 1.200037)  -0.354
H (2.997084, 2.430296, 1.084118)  0.176
H (3.369876, 3.758792, 2.193516)  0.246
H (2.491481, 2.331448, 2.766286)  0.389
H (1.444829, 4.351451, 0.716187)  0.254
H (0.933351, 4.269890, 2.407117)  0.290
H (0.200686, 2.122489, 1.954906)  0.113
C (6.293463, 5.705606, 0.129711)  -1.201
C (5.130195, 4.766446, 0.382183)  -0.102
O (4.027829, 5.464222, 0.967324)  -0.527
H (6.615578, 6.171325, 1.061470)  0.310
H (7.138749, 5.172953, -0.307917)  0.343
H (5.999947, 6.510538, -0.547988)  0.351
H (5.420893, 3.976821, 1.074400)  0.308
H (4.799243, 4.301780, -0.553105)  0.233
H (3.766132, 6.155839, 0.351265)  0.289

Cartesian forces (eV/Å) of the 6 atoms listed first:
C -0.92 0.00 0.32
C -0.25 -0.41 1.15
O 0.45 1.14 0.14
B 0.25 -0.98 -0.45
O -0.24 0.58 -0.03
C -0.43 -1.14 0.36

charge: +1



[3]
Formula: C5H11N3
Source: the Open Molecules 2025 dataset
Level of theory: ωB97M-V/def2-TZVPD

Last column: Mulliken charge in e.
Positions of all 19 atoms, in Å:
C (1.957785, -0.278379, 0.514865)  -0.547
C (1.166849, -1.272154, 0.216898)  -0.250
N (0.099910, -0.761863, -0.655903)  -0.110
C (-1.434407, -1.227660, -0.033312)  -0.301
N (-1.642357, -0.098421, 0.791173)  -0.174
C (-1.189624, 1.030217, 0.107411)  -0.687
N (0.196276, 0.645688, -0.638481)  0.055
C (1.397355, 1.029569, 0.063563)  -0.356
H (2.739395, -0.394757, 1.231433)  0.452
H (1.174949, -2.407606, 0.215376)  0.463
H (0.306502, -1.282190, -1.615920)  0.452
H (-1.530940, -2.156334, 0.605613)  0.348
H (-2.303555, -1.364654, -0.761170)  0.300
H (-1.099448, -0.131515, 1.680507)  0.377
H (-1.803764, 1.275141, -0.680201)  0.395
H (-1.002181, 1.953034, 0.747163)  0.429
H (0.258206, 1.258991, -1.536068)  0.461
H (1.057656, 1.592994, 1.086244)  0.262
H (2.170919, 1.588488, -0.471476)  0.430

Cartesian forces (eV/Å) of the 6 atoms listed first:
C -0.22 -0.24 1.33
C -0.17 -1.80 -0.94
N -0.45 -4.45 -3.46
C -2.23 0.22 1.04
N 2.02 0.33 0.93
C 0.30 1.81 2.01

structure (SMILES): C1=C[N@H+]2CNC[N@H+]2C1
charge: +2
energy relative to the best compared isomer or geometry (same formula, charge and spin): 143.5 kcal/mol



| no. | energy (eV) | Kohn-Sham gap (eV) |
| --- | --- | --- |
| 1 | -129972.977 | 6.65 |
| 2 | -41459.853 | 9.89 |
| 3 | -9811.722 | 11.82 |